1.
ORCA calculation (wB97M-V/def2-TZVPD) on a 13-piece molecular cluster, C6H36NO13 overall.

Cartesian coordinates (Å):
C: 0.15042 -2.60545 1.45773
N: 1.31254 -2.03743 0.65087
C: 2.51318 -2.84737 0.67239
C: 3.52375 -2.22139 1.60580
C: 3.13805 -0.73776 1.57202
C: 1.63382 -0.68907 1.10763
C: 1.60606 0.28070 -0.04795
O: 0.26317 0.77797 -0.25879
H: 0.00279 -3.59299 1.06800
H: -0.76722 -2.03956 1.26034
H: 0.41472 -2.67268 2.51344
H: 2.38657 -3.88972 1.09431
H: 2.89173 -3.07745 -0.33677
H: 4.55916 -2.42633 1.36478
H: 3.32119 -2.69418 2.58677
H: 3.22947 0.00892 2.38654
H: 3.62263 -0.31386 0.70232
H: 1.05803 -0.38220 1.97204
H: 1.90376 -0.09579 -1.00929
H: 2.25459 1.17920 0.20310
H: -3.95179 0.86016 1.75826
H: -3.46257 2.21081 1.38860
O: -4.27893 1.69047 1.38997
H: -1.58460 4.15974 -1.81718
H: -2.64893 3.11679 -1.37608
O: -2.48859 3.87987 -1.95663
H: -2.82667 -0.20468 -1.29957
H: -1.88102 -0.24807 -2.50620
O: -2.73665 -0.58675 -2.18449
H: 2.92401 2.61397 -3.19084
H: 3.35496 2.00388 -1.85786
O: 3.02605 2.81675 -2.25575
H: -0.62052 4.24233 1.42917
H: -1.01751 2.78362 1.77898
O: -1.39241 3.68426 1.57632
H: -1.05899 -0.39544 0.07497
H: -1.45461 0.03470 1.52973
O: -1.82516 -0.36209 0.72945
H: 0.67139 -1.83792 -1.49156
H: -0.52368 -0.92974 -1.41715
O: -0.10617 -1.55948 -2.00945
H: -1.54506 2.88266 4.05197
H: -1.52119 1.56302 3.34210
O: -1.75025 1.95529 4.21558
H: -3.37319 -3.07695 -1.89926
H: -4.47944 -2.22518 -1.40103
O: -4.22379 -3.16075 -1.44886
H: 0.01167 1.06173 0.82251
H: 0.48392 1.82152 2.57821
O: -0.19424 1.33940 2.09859
H: -0.12443 1.71535 -2.09048
H: -0.45366 1.36755 -3.62952
O: -0.81160 1.52929 -2.75440
H: 0.27406 -1.28924 -3.94414
H: 1.56563 -2.03701 -4.21632
O: 1.00553 -1.34344 -4.58296

Properties
2S+1: 1
Net charge: -1
Gap between HOMO and LUMO: 8.73 eV

2.
ORCA calculation (wB97M-V/def2-TZVPD) on C6H36NO13 as an isolated structure.

Cartesian coordinates (Å):
C: 0.42289 -2.22689 1.83315
N: 1.25000 -1.77867 0.66611
C: 2.30141 -2.73399 0.27047
C: 3.60752 -2.42211 0.97294
C: 3.37601 -0.99581 1.56211
C: 2.05676 -0.49737 1.00400
C: 2.14206 0.34540 -0.24582
O: 1.02864 1.19169 -0.31437
H: 0.51681 -3.29121 2.03888
H: -0.57683 -1.99611 1.47761
H: 0.68179 -1.67371 2.73464
H: 2.04517 -3.78964 0.20930
H: 2.43785 -2.38926 -0.76056
H: 4.39872 -2.29946 0.23147
H: 4.05865 -3.07039 1.72298
H: 3.30544 -1.06938 2.64873
H: 4.26152 -0.43185 1.27902
H: 1.40152 -0.04453 1.74024
H: 2.02268 -0.27685 -1.14583
H: 3.10771 0.84559 -0.39559
H: -4.21372 0.24468 2.29988
H: -3.21100 1.35591 2.43712
O: -4.08584 1.08846 2.74585
H: -3.01252 3.53025 -1.14544
H: -1.73994 4.02138 -1.43778
O: -2.46315 3.61214 -1.94272
H: -3.36346 -0.40739 -1.37740
H: -2.52016 -1.13769 -2.35620
O: -3.45123 -0.90901 -2.21095
H: 2.92881 2.24629 -3.34336
H: 2.40439 2.74034 -2.16548
O: 3.29269 2.48464 -2.47420
H: -1.14354 4.95333 1.21724
H: -1.19109 3.41077 1.29851
O: -1.69008 4.21631 0.92405
H: -1.55579 -0.51034 0.35365
H: -1.92497 0.91795 0.34320
O: -2.27901 0.05472 0.06156
H: 0.20221 -1.52323 -0.94611
H: -0.17494 -0.53050 -2.07880
O: -0.20440 -1.48212 -1.84535
H: -2.54377 1.95774 4.42887
H: -1.57653 2.58769 3.52182
O: -1.80829 1.71028 3.85195
H: -2.67797 -3.20664 -0.63840
H: -3.92912 -3.31556 -1.48182
O: -3.29597 -3.85268 -0.99394
H: 0.32075 1.59874 0.50183
H: -0.02891 1.87764 2.19475
O: -0.51385 1.97965 1.37030
H: -1.31026 1.81317 -2.48799
H: -0.13126 1.64222 -1.56551
O: -0.51641 1.26451 -2.38335
H: 1.21389 -2.01902 -4.85892
H: 0.78965 -1.81569 -3.38418
O: 1.55846 -1.99437 -3.96213

Properties
2S+1: 1
Net charge: -1
Gap between HOMO and LUMO: 8.68 eV

Stability summary: most stable 2, least stable 1.